Here is a 11-piece molecular cluster, C39H54Cl6N8 overall in a non-equilibrium geometry from the OMol25 dataset. Energies are from ωB97M-V with the def2-TZVPD basis set.

Positions of all 107 atoms, in Å:
N1 4.9517 -3.3356 -2.2698
C1 4.6789 -3.9502 -1.0472
C2 3.6410 -3.5734 -0.2008
C3 2.9130 -2.4827 -0.5454
C4 3.1844 -1.7877 -1.7343
C5 4.1638 -2.2797 -2.6279
H1 5.3172 -4.8064 -0.7708
H2 3.4426 -4.0280 0.7332
H3 2.1229 -2.1906 0.1108
H4 2.6541 -0.9064 -1.9577
H5 4.4629 -1.8370 -3.5707
N2 3.2581 0.8611 3.8672
C6 2.0222 0.4067 4.1926
C7 0.9189 1.1879 4.6840
C8 1.1650 2.5899 4.7390
C9 2.4421 3.0794 4.4674
C10 3.4381 2.2019 4.0748
H6 1.7284 -0.6218 4.1265
H7 -0.0146 0.6515 4.8100
H8 0.2746 3.2555 4.9274
H9 2.6542 4.1530 4.6571
H10 4.4753 2.4986 3.8496
N3 -2.7345 5.7117 -0.3212
C11 -3.1138 4.4351 -0.6476
C12 -2.3934 3.5420 -1.4520
C13 -1.1657 3.9338 -1.9496
C14 -0.7155 5.2349 -1.5889
C15 -1.5512 6.0389 -0.8050
H11 -3.9566 4.0110 -0.0847
H12 -2.8556 2.6438 -1.7566
H13 -0.5766 3.2807 -2.5765
H14 0.2036 5.6507 -1.9869
H15 -1.2932 7.0545 -0.5051
N4 0.1244 -0.8245 -6.8439
C16 1.1832 -1.1247 -6.0993
C17 1.6554 -0.2228 -5.0922
C18 0.8677 0.7910 -4.7451
C19 -0.2967 1.0696 -5.4452
C20 -0.5816 0.2882 -6.5584
H16 1.7671 -1.8977 -6.4175
H17 2.6309 -0.4864 -4.6424
H18 1.2773 1.4197 -3.9310
H19 -0.8172 1.9666 -5.1719
H20 -1.5008 0.3557 -7.1466
C21 5.9543 0.4986 -0.8249
Cl1 4.7418 0.4954 0.4843
Cl2 7.5734 0.8493 -0.2295
H21 5.8672 -0.4825 -1.2292
H22 5.7518 1.2141 -1.5716
C22 -3.6268 -0.5107 0.2300
Cl3 -3.7527 -2.2899 0.8274
Cl4 -5.1230 0.3044 0.6900
H23 -2.7399 -0.0775 0.6914
H24 -3.5615 -0.6005 -0.8274
C23 -1.8383 5.8418 2.4359
Cl5 -2.8279 5.5555 3.9320
Cl6 -0.2995 6.7166 2.7978
H25 -1.5851 4.9091 1.9985
H26 -2.4304 6.4518 1.8258
C24 -4.0074 1.5063 6.0325
C25 -4.3883 0.7684 4.7660
C26 -3.2489 0.3274 3.8449
C27 -2.8532 1.4498 2.9941
N5 -2.5836 2.3270 2.3060
H27 -3.3265 0.8770 6.6022
H28 -4.8775 1.7459 6.6640
H29 -3.5527 2.4616 5.7575
H30 -5.1263 1.3077 4.1806
H31 -5.0159 -0.1073 5.0727
H32 -3.5519 -0.4341 3.1754
H33 -2.3990 -0.0725 4.3775
C28 -0.9948 -4.3409 -4.9242
C29 -0.3275 -4.4166 -3.5542
C30 -0.0420 -3.0580 -2.9211
C31 -1.1941 -2.2299 -2.7996
N6 -2.1046 -1.5387 -2.7544
H34 -0.5640 -3.6376 -5.5761
H35 -2.0493 -4.1257 -4.9083
H36 -0.8517 -5.3194 -5.4193
H37 0.5617 -4.9976 -3.5144
H38 -0.9715 -5.0712 -2.9149
H39 0.6151 -2.5342 -3.6173
H40 0.3982 -3.1887 -1.9048
C32 -1.1649 -4.6901 0.2872
C33 -1.4993 -5.0810 1.7257
C34 -0.2263 -4.7558 2.6509
C35 -0.1316 -3.2872 2.8231
N7 -0.3493 -2.1665 2.8642
H41 -0.3480 -5.2088 -0.2308
H42 -0.9660 -3.6519 0.3697
H43 -1.9635 -4.7141 -0.4061
H44 -1.8005 -6.1041 1.9233
H45 -2.2891 -4.3928 1.9946
H46 0.6232 -5.1345 2.1363
H47 -0.3754 -5.1574 3.6470
C36 0.1401 0.4843 -0.7128
C37 0.7094 0.7744 0.5979
C38 1.3366 2.2026 0.6304
C39 2.1850 2.4709 -0.5670
N8 2.7514 2.5220 -1.5876
H48 -0.4705 1.3053 -1.1388
H49 -0.4661 -0.3925 -0.7885
H50 0.9431 0.2716 -1.3831
H51 1.3719 -0.0317 0.9169
H52 -0.0783 0.7856 1.3739
H53 1.8538 2.4642 1.5536
H54 0.5140 2.9555 0.3776

* SMILES: c1ccncc1.c1ccncc1.c1ccncc1.c1ccncc1.CCCC#N.CCCC#N.CCCC#N.CCCC#N.ClCCl.ClCCl.ClCCl
* HOMO level: -9.688 eV
* net charge: 0
* strongest force on any atom: 4.40 eV/A
* energy: -4717.5517 hartree
* orbital gap: 10.0 eV
* LUMO energy: 0.3 eV

Results of the Mulliken charge analysis, in e, for atoms 1 through 5: -0.563 -0.415 -0.743 0.018 0.271